DFT (the ωB97M-V functional and the def2-TZVPD basis) results for a molecular structure, C6H13AgO3.

Output
HOMO (spin up / spin down) = -0.4473 / -0.4472 Eh
Molecular weight = 241.0 g mol⁻¹
Multiplicity = 2
Net charge = +1
Energy relative to the best compared isomer or geometry (same formula, charge and spin) = 118.52 kJ/mol

Geometry (Å):
C 0.45314 2.59743 -2.57760
C 0.15421 1.39034 -3.06242
C 0.12620 0.13194 -2.24558
C -1.27940 -0.42297 -2.07257
O -1.39364 -1.16671 -0.89109
Ag -0.07768 -3.09638 0.07393
H 0.32313 2.82673 -1.51694
H -0.02640 1.26744 -4.13571
H 0.75978 3.41683 -3.23135
H 0.56745 0.33212 -1.25622
H 0.73915 -0.63657 -2.74867
H -1.55568 -1.07289 -2.92197
H -2.03217 0.38480 -2.04477
O -0.80266 -1.40011 1.80940
C -0.34629 -0.51391 2.74257
C 0.91864 -0.91901 3.47360
O 1.56375 0.26706 3.86942
H -1.45973 -0.66836 0.19029
H -1.17467 -0.27296 3.44212
H -0.18739 0.43965 2.18508
H 1.56799 -1.50659 2.80133
H 0.64695 -1.54781 4.33713
H 2.51532 0.16994 3.78003